Entry 1:
C23H25N3O6S | ωB97M-V/def2-TZVPD

Structure (XYZ):
```
58
C23H25N3O6S | the OMol25 dataset | ωB97M-V/def2-TZVPD
C -7.63 -3.91 -0.81
C -7.02 -3.76 0.57
H -7.76 -3.99 1.35
H -6.15 -4.41 0.68
O -6.63 -2.41 0.83
C -5.43 -2.04 0.35
O -4.67 -2.76 -0.24
N -5.24 -0.72 0.66
C -4.15 0.10 0.36
C -4.23 1.43 0.73
C -3.17 2.29 0.45
C -2.02 1.83 -0.20
C -1.96 0.47 -0.55
C -3.00 -0.38 -0.27
H -2.94 -1.42 -0.55
H -1.07 0.10 -1.02
C -0.98 2.79 -0.47
C -1.16 4.07 -0.08
C -2.35 4.52 0.61
O -2.55 5.65 0.98
O -3.32 3.58 0.84
H -0.41 4.83 -0.25
C 0.26 2.37 -1.21
N 0.94 1.26 -0.57
C 1.40 1.61 0.77
C 2.00 0.38 1.43
N 3.11 -0.08 0.62
S 4.10 -1.25 1.33
O 4.26 -0.88 2.71
O 3.64 -2.57 1.03
C 5.62 -0.92 0.45
C 6.23 0.30 0.64
C 7.40 0.58 -0.05
C 7.94 -0.36 -0.90
C 7.32 -1.59 -1.08
C 6.15 -1.87 -0.40
H 5.64 -2.82 -0.50
H 7.75 -2.32 -1.75
H 8.86 -0.14 -1.44
H 7.89 1.54 0.09
H 5.78 1.01 1.32
C 2.67 -0.45 -0.71
C 2.05 0.78 -1.37
H 1.67 0.50 -2.36
H 2.83 1.55 -1.49
H 3.54 -0.79 -1.27
H 1.94 -1.26 -0.66
H 2.40 0.61 2.42
H 1.23 -0.40 1.52
H 0.55 1.96 1.35
H 2.16 2.41 0.73
H 0.92 3.25 -1.32
H -0.03 2.05 -2.22
H -5.10 1.83 1.23
H -6.00 -0.28 1.15
H -7.97 -4.93 -0.95
H -6.88 -3.69 -1.57
H -8.47 -3.23 -0.94
```

Lowest unoccupied orbital energy = -0.02 eV
SMILES = CCOC(=O)Nc1ccc2c(CN3CCN(S(=O)(=O)c4ccccc4)CC3)cc(=O)oc2c1
Energy above the lowest of the compared OMol25 structures with the same formula, charge and spin = 6.5 kcal per mole
Frontier orbital gap = 8.433 eV

Entry 2:
C23H25NO | ωB97M-V/def2-TZVPD

Structure (XYZ):
```
50
C23H25NO | the OMol25 dataset | ωB97M-V/def2-TZVPD
C -0.34 -1.26 2.27
H -0.35 -0.62 3.15
H 0.70 -1.47 2.03
H -0.85 -2.19 2.50
C -1.01 -0.57 1.08
N -2.46 -0.47 1.28
C -2.82 0.19 2.52
H -2.52 -0.42 3.37
H -3.90 0.30 2.55
H -2.36 1.19 2.61
C -3.11 0.20 0.17
H -2.85 1.27 0.11
H -2.82 -0.27 -0.76
H -4.19 0.11 0.29
C -0.74 -1.39 -0.16
C -1.47 -2.58 -0.25
C -1.30 -3.47 -1.30
C -0.37 -3.19 -2.28
C 0.36 -2.02 -2.20
C 0.18 -1.10 -1.17
C 1.06 0.16 -1.22
C 0.22 1.41 -0.98
C 0.44 2.32 0.05
C -0.34 3.46 0.16
C -1.35 3.71 -0.76
C -1.59 2.80 -1.77
C -0.81 1.66 -1.88
H -1.03 0.95 -2.67
H -2.38 2.98 -2.48
H -1.96 4.60 -0.67
H -0.16 4.15 0.96
H 1.21 2.14 0.78
C 2.28 0.03 -0.31
C 2.57 -1.14 0.37
C 3.72 -1.24 1.14
C 4.59 -0.17 1.24
C 4.33 0.99 0.52
C 3.18 1.09 -0.25
H 3.00 1.98 -0.83
H 5.02 1.82 0.56
H 5.48 -0.24 1.84
H 3.93 -2.16 1.67
H 1.92 -2.00 0.27
O 1.66 0.31 -2.51
H 0.98 0.54 -3.15
H 1.11 -1.81 -2.96
H -0.20 -3.87 -3.09
H -1.88 -4.38 -1.34
H -2.20 -2.78 0.52
H -0.57 0.44 0.98
```

Lowest unoccupied orbital energy = 0.78 eV
SMILES = C[C@@H](c1ccccc1C(O)(c1ccccc1)c1ccccc1)N(C)C
Energy above the lowest of the compared OMol25 structures with the same formula, charge and spin = 8.6 kcal per mole
Frontier orbital gap = 9.161 eV

Entry 3:
C23H26BClN8Pt | ωB97M-V/def2-TZVPD

Structure (XYZ):
```
60
C23H26BClN8Pt | the OMol25 dataset | ωB97M-V/def2-TZVPD
Pt -0.70 1.02 0.52
C 2.61 2.26 1.43
C 2.46 1.00 0.66
C 3.46 0.24 0.04
C 2.82 -0.87 -0.46
N 1.52 -0.80 -0.15
N 1.29 0.35 0.51
B 0.34 -1.76 -0.43
N -0.52 -1.90 0.86
C -0.78 -3.04 1.54
C -1.51 -2.72 2.66
C -1.67 -1.33 2.62
C -2.39 -0.43 3.56
N -1.08 -0.86 1.53
N -0.53 -1.09 -1.52
C -0.68 -1.30 -2.83
C -1.62 -0.41 -3.31
C -2.02 0.34 -2.22
C -3.10 1.38 -2.16
N -1.34 -0.07 -1.13
N 0.82 -3.12 -0.85
C 1.82 -3.86 -0.29
C 1.70 -5.14 -0.75
C 0.56 -5.12 -1.60
C -0.04 -6.25 -2.37
N 0.04 -3.91 -1.64
H 3.07 2.04 2.40
H 3.24 2.97 0.91
H 1.65 2.73 1.62
H 4.51 0.47 -0.01
H 3.21 -1.72 -1.01
H -0.43 -3.99 1.17
H -1.88 -3.39 3.42
H -2.74 -0.99 4.43
H -1.74 0.37 3.92
H -3.27 0.02 3.09
H -0.17 -2.12 -3.30
H -2.02 -0.36 -4.31
H -4.03 0.95 -2.53
H -3.28 1.71 -1.14
H -2.85 2.24 -2.77
H 2.52 -3.43 0.41
H 2.34 -5.98 -0.53
H 0.73 -6.89 -2.79
H -0.67 -6.86 -1.72
H -0.66 -5.86 -3.17
Cl -1.29 2.75 2.19
C -0.49 4.13 1.40
C -0.29 5.29 2.13
C 0.46 6.29 1.53
C 0.98 6.10 0.25
C 0.74 4.92 -0.44
C -0.04 3.91 0.11
C -0.41 2.67 -0.62
H -0.67 5.39 3.13
H 0.65 7.21 2.07
H 1.59 6.87 -0.20
H 1.14 4.79 -1.44
H 0.12 2.49 -1.55
H -1.48 2.68 -0.85
```

Spin multiplicity = 2
Lowest unoccupied orbital energy (alpha / beta) = -3.48 / -4.72 eV
Total charge = +1
Energy above the lowest of the compared OMol25 structures with the same formula, charge and spin = 0.0 kcal per mole
Frontier orbital gap (alpha / beta) = 8.149 / 6.902 eV
<S²> = 0.75

Entry 4:
C23H26BrCl45N2O3P | ωB97M-V/def2-TZVPD

Structure (XYZ):
```
101
C23H26BrCl45N2O3P | the OMol25 dataset | ωB97M-V/def2-TZVPD
C -3.80 -2.64 -4.08
C -2.67 -1.88 -3.42
O -2.63 -2.16 -2.02
C -1.72 -1.27 -1.40
C -1.10 -1.91 -0.17
O 0.32 -1.66 -0.15
C 0.71 -0.45 0.42
C 1.52 0.40 -0.55
N 3.03 0.53 -0.24
C 3.46 1.94 -0.55
C 2.37 2.37 -1.52
C 2.46 3.79 -2.03
C 3.48 3.96 -3.16
C 3.10 3.20 -4.43
N 3.83 1.91 -4.58
C 1.13 1.86 -0.75
Br -0.47 2.21 -1.75
P 0.68 2.52 0.98
O 1.94 2.04 1.94
Cl 0.95 4.51 0.80
H -4.73 -2.07 -4.05
H -3.57 -2.82 -5.13
H -3.95 -3.59 -3.59
H -2.82 -0.81 -3.63
H -1.72 -2.21 -3.84
H -0.88 -1.07 -2.08
H -2.18 -0.30 -1.20
H -1.53 -1.58 0.78
H -1.21 -2.98 -0.28
H 1.32 -0.69 1.31
H -0.15 0.12 0.76
H 1.53 -0.16 -1.48
H 3.52 -0.03 -0.93
H 3.36 0.14 0.64
H 4.42 1.98 -1.05
H 3.53 2.56 0.34
H 2.45 1.65 -2.34
H 2.77 4.44 -1.21
H 1.50 4.14 -2.42
H 4.49 3.71 -2.84
H 3.47 5.02 -3.41
H 2.03 2.95 -4.42
H 3.29 3.77 -5.33
H 4.49 1.80 -3.82
H 3.17 1.14 -4.49
H 1.74 1.17 2.30
C -2.02 5.59 4.12
Cl -1.03 4.18 3.68
Cl -1.39 7.02 3.30
Cl -3.68 5.29 3.61
Cl -1.96 5.81 5.86
C -7.84 4.82 2.70
Cl -6.41 3.80 2.99
Cl -8.52 5.37 4.22
Cl -7.35 6.21 1.73
Cl -9.04 3.87 1.82
C -0.49 -5.97 -3.76
Cl 1.18 -5.49 -4.08
Cl -0.53 -7.33 -2.64
Cl -1.34 -4.62 -2.98
Cl -1.28 -6.41 -5.27
C 6.11 -2.03 0.08
Cl 4.41 -2.24 0.58
Cl 6.25 -2.49 -1.61
Cl 6.59 -0.35 0.31
Cl 7.13 -3.06 1.07
C 5.95 -6.64 -0.98
Cl 5.60 -8.34 -1.30
Cl 4.77 -5.64 -1.84
Cl 5.84 -6.34 0.75
Cl 7.58 -6.25 -1.55
C 2.85 4.53 -8.80
Cl 3.95 5.74 -9.44
Cl 3.78 3.17 -8.17
Cl 1.89 5.24 -7.49
Cl 1.78 3.96 -10.08
C -9.77 1.00 5.23
Cl -8.67 0.56 3.92
Cl -11.16 1.87 4.57
Cl -10.32 -0.46 6.05
Cl -8.92 2.04 6.37
C 0.86 -7.04 1.04
Cl -0.51 -6.00 0.62
Cl 0.56 -8.68 0.46
Cl 2.34 -6.41 0.33
Cl 1.04 -7.07 2.80
C -5.39 3.59 7.72
Cl -6.61 3.04 8.88
Cl -6.10 3.69 6.11
Cl -4.81 5.19 8.20
Cl -4.04 2.45 7.70
C -1.39 -1.35 4.16
Cl -0.39 0.00 3.56
Cl -0.82 -2.82 3.35
Cl -1.20 -1.48 5.90
Cl -3.07 -1.06 3.75
C 2.93 -3.62 4.11
Cl 2.88 -1.91 3.59
Cl 2.29 -3.73 5.74
Cl 1.96 -4.59 3.01
Cl 4.60 -4.18 4.08
```

Lowest unoccupied orbital energy = -2.72 eV
Total charge = +1
Frontier orbital gap = 9.052 eV